C28H43Cl2N4O4RhS2Si4 as an isolated structure in a non-equilibrium geometry, computed with wB97M-V/def2-TZVPD.

For the total energy, the calculation gives -4598.02895 hartree. The calculation puts the HOMO energy (alpha / beta) at -0.1909 / -0.2735 hartree. The calculation puts the gap between HOMO and LUMO (alpha / beta) at 4.753 / 5.434 eV. The energy above the lowest of the compared OMol25 structures with the same formula, charge and spin is 132.8 kJ/mol.

The geometry in ORCA input format:
```
! RIJCOSX wB97M-V def2-TZVPD def2/J DEFGRID3
* xyz 0 5
H -3.06921 1.10966 -2.21894
Cl -4.94178 -0.10492 2.53939
C -2.84687 -3.63567 -2.86842
C -0.45709 2.24881 -1.14128
S 0.88849 1.48283 1.95011
H -2.92791 -1.63906 -5.37229
O 2.01148 -1.29296 3.29925
S 2.12751 -2.09739 2.11194
H -3.24478 1.89877 -3.78203
H 4.76529 0.73168 0.04454
Si 1.53082 -2.21017 -2.92393
H -4.22318 -1.17629 0.06152
H 5.25646 0.01398 1.56968
C 3.74519 3.38898 -0.15790
N 2.56096 2.76086 0.40770
Cl -5.10005 4.59149 -0.06700
H 2.01319 -4.34790 -1.73676
H 2.90183 -0.12468 -2.59629
H -5.82067 2.37852 1.54133
N -1.07461 1.38539 -0.35286
C 1.14063 -4.22319 1.16356
H 0.08577 -3.74764 -4.29764
H 0.51478 1.94237 -1.50495
H -3.02475 -2.93048 -3.67885
H 2.20839 -0.16239 -4.22043
H 5.39614 1.76703 1.35035
C -2.27483 3.80296 -1.05941
H 1.50593 -7.56722 1.51108
N 0.88187 -1.88796 1.04177
H 0.48226 -2.28526 -5.19684
C 1.00926 -5.59837 0.87412
Si -1.63740 0.00606 -3.96358
H 0.38008 1.45361 -3.55995
C -2.95550 2.91516 -0.20186
H -0.45645 4.14844 -2.13289
H -4.06282 0.36978 -3.47490
H -5.19814 -2.21456 -0.97291
H 4.46406 3.66190 0.61372
C -1.01760 3.47477 -1.49979
H 1.68189 3.22980 0.26789
C -4.82404 2.20942 1.15938
C -4.15081 1.04274 1.51436
N 3.45753 1.00089 1.68617
C 2.44523 1.73706 1.26963
C 2.49295 -4.74951 3.12993
H -4.32464 -0.84687 -1.66600
H 4.23568 2.74493 -0.88697
C -2.64526 -4.05749 0.19708
C 4.79432 0.88815 1.12291
C 0.88006 -3.03133 -4.50959
H 3.17306 0.22363 2.27293
H -0.67032 2.15217 -4.78878
Si -0.39104 -1.65728 -1.47665
Rh -0.17178 -0.23797 0.36909
C 2.32099 -6.10255 2.85537
C -4.27110 -1.63868 -0.92130
H -2.49307 -0.20893 -6.29933
H 2.75887 -6.84535 3.50659
H -1.90747 -4.15129 -3.06963
C 2.59214 -3.45555 -1.97502
H 3.47376 -3.76903 -2.53666
C 1.59615 -6.50884 1.72032
C -2.29231 1.71108 0.15092
O -2.21585 -0.32210 1.34119
C -3.14501 0.92780 -3.28994
C -2.13221 -0.91603 -5.54765
H 3.60722 -1.15598 -3.83892
C 2.66555 -0.77284 -3.44216
Si -2.79642 -2.77730 -1.17521
H 1.67634 -3.56503 -5.03125
C -2.86125 0.74601 1.04835
H 3.42649 4.29822 -0.66090
H -1.96808 -4.85831 -0.09702
H 2.93196 -3.03078 -1.02694
C -0.24648 1.21580 -4.41665
H -3.64683 -4.37987 -2.89236
C -4.23836 3.13538 0.33089
H -2.74946 4.72537 -1.36104
O -0.03669 -3.17310 -0.65053
H 3.07010 -4.41632 3.98270
O 3.36617 -1.87405 1.37947
C 1.91109 -3.83326 2.28798
H 0.45522 -5.91095 -0.00152
H -3.61194 -4.49786 0.44803
C 0.62547 -3.11076 0.48739
H 0.39210 0.80457 -5.19832
H -2.24158 -3.59554 1.09961
H -1.29073 -1.45339 -5.98219
*
```



C28H43F9OP2Tl as an isolated structure in a non-equilibrium geometry, computed with wB97M-V/def2-TZVPD.

For the total energy, the calculation gives -2921.43526 hartree. The calculation puts the HOMO energy at -0.3455 hartree. The calculation puts the gap between HOMO and LUMO at 3.305 eV. The energy above the lowest of the compared OMol25 structures with the same formula, charge and spin is 0.0 kJ/mol.

The geometry in ORCA input format:
```
! RIJCOSX wB97M-V def2-TZVPD def2/J DEFGRID3
* xyz 1 1
H -0.08046 -3.16874 3.89561
F -0.75681 -1.01946 -3.43238
C -3.77838 0.71860 -0.03861
F -3.52721 -2.98026 -1.10955
H -2.42789 -1.30049 2.45043
Tl -0.67520 1.22484 -0.94965
C -2.25683 3.61389 0.61081
H 1.34341 2.43019 -4.23523
H -1.70379 2.62207 2.42530
C 1.26156 -3.11707 1.52039
H 1.08393 4.31818 -2.08398
H 2.04520 4.44430 0.25296
C 1.01375 4.08747 0.10124
C -1.36027 -3.05015 -2.19386
C 2.64542 -1.56447 2.50549
C 4.20282 -1.04608 0.49912
C 2.27960 -3.17204 -0.83676
F -3.31811 -1.73806 -2.90656
P 2.23792 2.35735 -1.97825
H 3.14546 -2.75718 -1.35939
H 4.46581 2.34005 -1.23709
F -1.35364 -5.12498 -3.60662
H -0.90021 3.19410 -2.64528
F -3.55002 -3.91228 -3.09742
H -2.63247 3.99660 -1.47902
H -3.89850 2.09602 3.40532
C -0.66941 3.22869 -1.56954
H 4.05908 -1.26077 4.09169
C 2.20984 -2.68361 0.54644
H 4.02386 -0.94263 -0.57946
H -3.29876 1.79831 -1.91049
C -2.92560 0.99305 -1.25202
H -5.13637 1.12313 2.53778
C 0.78235 3.56684 -1.32734
C 3.29764 -0.70336 3.51878
C -1.75123 4.01054 -0.81767
H 5.13502 -1.62160 0.63055
C -1.73113 2.33341 1.34323
C 3.05731 -1.71726 1.15207
H 0.65459 -5.08097 0.96340
H 4.22002 3.73032 -2.35969
H -1.99438 4.45264 1.28047
H -1.42828 5.06229 -0.72648
C 0.85635 -2.62136 4.03084
C -1.11196 -4.63912 -2.34624
H 0.36875 3.73803 2.12991
H 3.80183 0.14712 3.04046
H 0.07899 1.11190 1.60503
H 3.64334 3.84178 -0.65630
H -0.35825 -4.31044 2.20579
H 1.36667 -2.88554 -1.37656
C 1.54055 -2.42772 2.73667
F -1.90441 -5.34004 -1.47677
O -0.87357 -2.46070 -1.14739
C -0.28338 1.96752 1.01439
C -2.95630 -2.93317 -2.34323
H 0.38889 4.98537 0.20310
H -4.72939 1.27386 -0.00152
H -1.70568 -1.09728 0.82878
H 2.64309 3.66283 -4.02190
C -0.71542 -2.38064 -3.50908
H -2.81961 0.09790 -1.87995
H 2.55988 -0.31739 4.23618
F -1.34513 -2.73122 -4.67275
H -3.36288 3.62073 0.58910
H -0.96620 -0.31854 2.25512
H -3.97724 0.33653 3.65388
C 0.69737 3.12730 1.26081
C -1.92410 -0.58315 1.78487
F 0.59951 -2.71521 -3.63599
H 2.35941 -4.26636 -0.86423
H 4.36795 -0.04476 0.92071
H 3.08493 1.94568 -4.19800
C -4.10623 1.13928 2.91470
C 3.78614 3.17179 -1.51959
H -4.05569 -0.34522 -0.11531
H 1.48129 -3.19868 4.72868
C 0.21315 -4.12345 1.28858
H 1.65548 2.66502 1.58075
F 0.17119 -4.96081 -2.04320
H -0.47423 -3.77774 0.49175
P -2.97014 0.88356 1.58509
C 2.33106 2.64079 -3.78684
H 0.63440 -1.65984 4.51089
*
```



C28H43GeN3OPdS2Se as an isolated structure, computed with wB97M-V/def2-TZVPD.

For the total energy, the calculation gives -6734.38887 hartree. The calculation puts the HOMO energy at -0.4623 hartree. The calculation puts the gap between HOMO and LUMO at 7.452 eV. The energy above the lowest of the compared OMol25 structures with the same formula, charge and spin is 0.0 kJ/mol.

The geometry in ORCA input format:
```
! RIJCOSX wB97M-V def2-TZVPD def2/J DEFGRID3
* xyz 2 1
H -2.73639 -1.74317 0.26774
H -5.29045 1.71066 2.42640
H -4.55164 1.16605 -0.90318
H 1.07733 2.78015 -4.30904
H 2.99006 3.36322 -1.12725
C 4.05367 -3.62250 1.31744
H 0.39867 5.09205 -0.41641
C -2.92673 -0.99892 1.04127
C 5.12845 0.44378 -1.81947
H -2.08532 5.25428 -2.58465
C 2.94668 3.70794 -0.09830
H -0.89262 4.02805 0.09344
H 4.89128 -0.34404 -2.53142
H -2.40868 1.38728 1.99189
C 0.05622 4.05598 -0.44656
H -2.02962 -0.90158 1.64896
O 2.58447 0.62379 -1.31291
H -6.36542 0.68943 0.52021
C 4.09189 -1.23167 1.51453
H 3.76832 3.30572 0.48728
H -0.54208 5.82219 -3.23333
H -5.91239 -0.55719 2.49001
H -1.25660 1.28259 -1.32190
H -3.84971 -1.59038 2.96408
C 0.46202 -3.35622 1.25345
H 0.38176 -5.09997 2.52269
H 1.39796 -1.44997 -3.02297
H 0.32339 -3.78529 4.61357
C -3.34380 1.31440 1.43864
H 6.09852 0.27032 -1.35512
N -3.19509 0.28862 0.41259
H 5.11373 1.41537 -2.30964
C 3.93737 -3.51795 -0.06656
C -4.40454 0.21354 -0.39648
H -1.52277 4.68458 -4.15907
C -4.12486 -1.43431 1.92237
H 0.27533 -1.31521 4.53565
C 1.34370 3.03586 -3.28242
Se 1.29583 3.12471 0.73229
C 0.53642 -1.16720 -2.41685
H 3.88480 -4.41139 -0.67469
C -1.20326 4.95941 -3.15357
H -0.35892 -1.45520 -2.97164
H -4.63095 -2.32503 1.55423
C -1.50985 1.93712 -2.15892
H 4.09197 -4.60096 1.77833
H 1.88109 2.19523 -2.84643
C 0.43434 -3.31786 -1.14521
C 3.98963 -1.13898 0.13272
Ge -0.28903 3.46173 -2.31081
C 0.42865 -4.03270 0.01012
H -1.52995 1.35017 -3.07772
S 3.90402 0.50016 -0.52760
C -5.63413 -0.11600 0.48702
H 1.99981 3.90647 -3.32089
S 0.29441 0.55049 2.32949
H 4.14139 -0.33310 2.11777
C 4.12785 -2.48669 2.10799
C 0.52749 -1.95311 1.22119
H -3.53481 2.27118 0.95344
C 0.42057 -1.20770 2.41479
C 0.34798 -1.87825 3.61323
C 3.90192 -2.27302 -0.66804
H 2.96331 4.79428 -0.05236
H 0.37326 -5.11478 -0.00501
C -4.50527 0.95743 2.39924
H -4.27133 -0.55024 -1.16151
H 4.21734 -2.57298 3.18236
N 0.64043 -1.26167 0.03388
C 0.36333 -3.28587 3.65472
H -2.51557 2.32745 -1.98838
N -5.12739 -0.31346 1.88909
C 0.40265 -4.01791 2.49925
H -6.13793 -1.03497 0.19352
Pd 1.10192 0.75118 0.24936
H 3.80554 -2.18672 -1.74354
H -4.16927 0.76255 3.41626
H 0.37030 -3.80579 -2.10861
H 0.53997 -0.09090 -2.28952
C 0.54931 -1.90456 -1.11451
*
```